Entry 1:
The following is a DFT calculation (ωB97M-V/def2-TZVPD) of 9 unconnected molecules or ions with the total composition C24H69N3O12 at a distorted geometry.

Element x y z (Å)
C  14.74434  -16.56287  -5.95077
O  13.46533  -16.60567  -6.59355
C  12.98346  -17.94774  -6.71285
C  11.62116  -17.82469  -7.35768
N  10.95374  -19.11244  -7.60195
C  11.61754  -19.91262  -8.64943
C  11.13136  -19.57349  -10.06249
O  9.72534  -19.39155  -10.05756
C  9.28573  -18.39038  -10.93477
H  15.35359  -17.46162  -6.05082
H  14.51822  -16.32633  -4.90896
H  15.25034  -15.73405  -6.44336
H  12.92987  -18.35728  -5.69527
H  13.68997  -18.56773  -7.27645
H  11.73280  -17.20865  -8.26268
H  10.98672  -17.26938  -6.66634
H  10.07567  -18.85173  -8.04846
H  11.38807  -20.96184  -8.44322
H  12.70143  -19.80573  -8.62502
H  11.39446  -20.35644  -10.78081
H  11.60681  -18.63210  -10.36986
H  9.74704  -17.42327  -10.68839
H  8.20649  -18.31059  -10.82693
H  9.51200  -18.61100  -11.98612
C  13.31903  -12.34034  -5.68531
O  13.22583  -12.22571  -7.09272
C  13.93045  -13.23925  -7.78836
C  14.69832  -12.57416  -8.90973
N  15.50432  -11.47254  -8.43786
C  16.18915  -10.79556  -9.53102
C  16.36612  -9.30553  -9.24846
O  15.23324  -8.70455  -8.68726
C  14.19107  -8.48926  -9.61821
H  14.28371  -11.96764  -5.32400
H  13.19583  -13.38754  -5.38609
H  12.52068  -11.76304  -5.22190
H  13.22126  -13.97716  -8.16792
H  14.67834  -13.72471  -7.15218
H  13.97174  -12.22524  -9.66723
H  15.30883  -13.31183  -9.43765
H  14.94559  -10.77709  -7.95892
H  15.68210  -10.89814  -10.50418
H  17.17194  -11.25434  -9.68686
H  16.78300  -8.80021  -10.13080
H  17.18196  -9.17742  -8.52492
H  13.54855  -7.69441  -9.24646
H  13.59991  -9.40625  -9.73701
H  14.57001  -8.20076  -10.60404
C  8.23746  -23.47637  -13.83044
O  9.30750  -22.96834  -14.59686
C  10.55382  -23.13590  -13.95378
C  11.63738  -22.59223  -14.89155
N  11.25960  -21.36768  -15.59789
C  11.42938  -20.14446  -14.76421
C  12.30306  -19.15890  -15.48391
O  12.66477  -18.13721  -14.56674
C  13.58025  -17.22304  -15.15458
H  8.23584  -23.03812  -12.82908
H  8.31121  -24.56894  -13.78822
H  7.31585  -23.21529  -14.34497
H  10.70282  -24.22208  -13.86737
H  10.56518  -22.66506  -12.96451
H  11.89028  -23.37725  -15.61245
H  12.58025  -22.46864  -14.35162
H  10.26425  -21.48105  -15.74716
H  11.81565  -20.35374  -13.76381
H  10.41430  -19.75869  -14.62173
H  11.78320  -18.69136  -16.32954
H  13.18727  -19.68173  -15.86935
H  14.52764  -17.67599  -15.45802
H  13.83309  -16.46925  -14.40623
H  12.99996  -16.73411  -15.94437
C  13.70689  -16.62930  -11.22769
O  14.08877  -15.38353  -10.63666
H  12.91207  -17.00927  -10.58139
H  13.31277  -16.38927  -12.21638
H  14.52011  -17.34808  -11.32811
H  14.93644  -15.55575  -10.20255
C  10.40589  -15.05854  -14.20908
O  9.53840  -15.29145  -13.11574
H  10.36571  -15.91340  -14.89582
H  10.14716  -14.14472  -14.73438
H  11.44710  -14.99785  -13.87924
H  9.97953  -15.88554  -12.50409
C  13.43231  -13.15822  -13.01698
O  13.57557  -11.81303  -12.62320
H  14.39778  -13.66142  -13.07636
H  12.86401  -13.80673  -12.34580
H  13.05910  -13.19880  -14.04755
H  12.70191  -11.41574  -12.58857
C  16.93406  -13.74430  -12.02722
O  16.66687  -12.41702  -12.47430
H  16.96320  -13.75756  -10.93857
H  16.21878  -14.44889  -12.45261
H  17.94315  -13.97580  -12.36828
H  15.77255  -12.13196  -12.25753
C  17.08387  -16.84930  -9.07359
O  16.92790  -16.22965  -10.32032
H  16.34886  -17.63700  -8.87360
H  18.10050  -17.22256  -8.88142
H  17.01833  -16.16838  -8.21542
H  17.11547  -16.91009  -10.98357
C  17.13970  -17.74529  -13.32040
O  17.08070  -18.45464  -12.08805
H  17.66459  -16.80147  -13.20536
H  17.67818  -18.32505  -14.08063
H  16.15716  -17.57458  -13.77279
H  16.54265  -19.24107  -12.20845

Calculated values
- molar mass (g mol⁻¹) = 591.8
- charge = 0
- largest force on an atom (eV/A) = 1.7
- Kohn-Sham gap (eV) = 8.21
- LUMO level (eV) = 0.02
- highest occupied orbital energy (eV) = -8.19
- energy (eV) = -55039.9447

=====

Entry 2:
The following is a DFT calculation (ωB97M-V/def2-TZVPD) of 9 unconnected molecules or ions with the total composition C24H69N3O15 at a distorted geometry.

Element x y z (Å)
C  -6.61782  -7.18870  1.33699
C  -7.98307  -6.90479  1.92086
O  -7.84636  -6.43674  3.28794
O  -6.09893  -8.42890  1.81794
H  -5.86574  -6.44218  1.61166
H  -6.63511  -7.23505  0.24673
H  -8.66605  -7.75203  1.92196
H  -8.44458  -6.07091  1.39356
H  -7.50347  -7.16364  3.81692
H  -6.05343  -8.38302  2.77683
C  0.75535  -6.37456  -3.26825
C  1.26755  -7.05059  -2.02087
O  0.23554  -7.77441  -1.34477
O  -0.06758  -5.25139  -2.89654
H  0.14592  -6.98894  -3.93650
H  1.58966  -6.00260  -3.86235
H  1.55384  -6.24654  -1.33862
H  2.04966  -7.75576  -2.31197
H  0.69207  -8.20788  -0.59739
H  -0.90982  -5.57591  -2.53393
C  0.34642  -1.57684  -2.85095
C  0.96457  -0.86751  -4.05179
O  0.47211  -1.39183  -5.28619
O  1.05263  -2.77357  -2.50557
H  -0.62349  -1.92103  -3.22372
H  0.27947  -0.91159  -1.98978
H  2.05036  -0.98569  -4.04873
H  0.72634  0.18890  -3.91697
H  1.12831  -2.03161  -5.57222
H  0.48330  -3.55142  -2.67098
C  1.17125  -8.30629  1.87959
C  1.85582  -9.13207  2.92538
O  2.81843  -8.44756  3.69100
O  2.01960  -8.01027  0.77483
H  0.73900  -7.38586  2.29022
H  0.31038  -8.85836  1.48721
H  2.27221  -10.05588  2.50624
H  1.06879  -9.58566  3.54830
H  2.68910  -8.55288  4.63317
H  2.58356  -7.25313  1.03091
C  -3.22409  -8.10720  -2.57219
C  -4.02135  -6.84605  -2.29191
O  -3.22789  -5.67100  -2.17144
O  -2.34220  -8.56125  -1.57213
H  -2.69609  -8.03283  -3.53035
H  -3.96769  -8.89293  -2.73262
H  -4.65143  -6.94660  -1.40273
H  -4.70070  -6.67309  -3.12880
H  -2.77749  -5.59806  -1.30532
H  -1.53831  -8.01704  -1.44305
C  -1.53985  3.15086  -1.64785
C  -1.41177  1.77206  -1.01482
O  -1.99958  0.82614  -1.90594
O  -2.86966  3.64862  -1.60017
H  -1.09223  3.23036  -2.63709
H  -0.97620  3.81285  -0.98556
H  -1.97494  1.75769  -0.07249
H  -0.40161  1.40311  -0.80941
H  -1.75276  -0.07867  -1.63172
H  -3.47877  2.90756  -1.69255
C  -4.52805  0.65959  4.91719
C  -3.35928  0.93598  3.99698
C  -3.50354  0.18953  2.66769
O  -4.67555  0.54428  1.97844
C  -4.95877  -0.37794  0.92764
N  -3.36347  2.38328  3.69120
H  -4.55939  -0.32209  5.38870
H  -5.48332  0.80070  4.40456
H  -4.57394  1.41881  5.70219
H  -2.39859  0.64359  4.42486
H  -3.43202  -0.89399  2.84753
H  -2.62805  0.47008  2.06523
H  -4.15305  -0.36100  0.18837
H  -5.89843  -0.09762  0.46184
H  -5.01867  -1.34984  1.42482
H  -4.28587  2.56118  3.29059
H  -2.79955  2.56080  2.86113
C  3.41003  -4.48717  2.63635
C  3.35379  -4.55283  1.12224
C  4.11465  -3.43147  0.42111
O  3.65082  -2.15634  0.86012
C  3.72977  -1.21740  -0.19520
N  3.91215  -5.85208  0.71359
H  2.93887  -3.57858  3.02832
H  4.42983  -4.31998  2.99614
H  2.95026  -5.35253  3.11038
H  2.32403  -4.55173  0.76632
H  3.95368  -3.63489  -0.64295
H  5.18850  -3.49391  0.62863
H  4.72388  -1.07290  -0.63116
H  3.43856  -0.27026  0.26605
H  3.04054  -1.37990  -1.02995
H  4.88791  -5.97793  0.94710
H  3.76802  -5.96553  -0.28424
C  -2.96951  -2.73112  -1.56494
C  -1.97163  -2.57122  -0.42854
C  -1.32946  -3.87656  0.03667
O  -2.29634  -4.91456  0.22227
C  -2.93748  -4.87367  1.48122
N  -0.93988  -1.60747  -0.79055
H  -3.86701  -3.31145  -1.36960
H  -2.43155  -3.16745  -2.40848
H  -3.31873  -1.76114  -1.92797
H  -2.52577  -2.15932  0.42466
H  -0.68916  -3.70951  0.90920
H  -0.72369  -4.31619  -0.76503
H  -2.25242  -5.17138  2.27715
H  -3.76340  -5.58783  1.48724
H  -3.45061  -3.92538  1.66524
H  -0.27221  -1.53794  -0.03193
H  -0.46026  -1.89225  -1.64242

Calculated values
- molar mass (g mol⁻¹) = 639.8
- charge = 0
- largest force on an atom (eV/A) = 4.2
- Kohn-Sham gap (eV) = 9.58
- LUMO level (eV) = 0.26
- highest occupied orbital energy (eV) = -9.32
- energy (eV) = -61183.6123

=====

Entry 3:
The following is a DFT calculation (ωB97M-V/def2-TZVPD) of 9 unconnected molecules or ions with the total composition C24H69N3O9 at a distorted geometry.

Element x y z (Å)
C  -3.47067  -1.71859  0.42939
C  -2.87581  -2.88595  -0.33267
C  -2.38210  -2.48519  -1.71667
O  -3.48520  -2.19830  -2.58548
C  -3.07440  -1.78575  -3.88792
N  -1.81328  -3.42125  0.47908
H  -2.73171  -0.92611  0.55095
H  -3.87833  -2.08382  1.37170
H  -4.28866  -1.32645  -0.17684
H  -3.64075  -3.66142  -0.42677
H  -1.79770  -3.23822  -2.25269
H  -1.75073  -1.59191  -1.72468
H  -3.87930  -1.37370  -4.49442
H  -2.62048  -2.60940  -4.44325
H  -2.32355  -0.99917  -3.77978
H  -1.35060  -4.25032  0.12956
H  -2.00144  -3.66101  1.44525
C  4.44187  1.47235  -3.40008
C  4.46997  0.13905  -4.13108
C  3.16651  -0.62477  -4.13446
O  2.72523  -1.03012  -2.88325
C  1.52369  -1.78408  -2.87859
N  4.96116  0.32673  -5.48463
H  3.63615  2.11394  -3.75957
H  5.43932  1.90251  -3.48712
H  4.24724  1.28237  -2.34291
H  5.19998  -0.42405  -3.54544
H  3.26640  -1.53288  -4.73788
H  2.36451  -0.06301  -4.62663
H  1.26132  -2.10613  -1.87275
H  1.67267  -2.63245  -3.55054
H  0.72505  -1.16409  -3.29356
H  5.53837  1.15717  -5.42575
H  4.25977  0.67782  -6.12698
C  0.43143  -1.52916  4.89677
C  -0.43133  -2.15352  3.76831
C  -1.57670  -2.98901  4.39416
O  -2.15260  -3.81935  3.39686
C  -3.00590  -4.81180  3.87723
N  -0.91357  -1.09148  2.89056
H  1.29321  -0.99321  4.50029
H  0.82122  -2.26302  5.60324
H  -0.20412  -0.86203  5.48107
H  0.20607  -2.77924  3.14216
H  -2.32923  -2.36814  4.88582
H  -1.18763  -3.65653  5.16787
H  -3.48884  -5.35651  3.06450
H  -3.84654  -4.46839  4.48453
H  -2.49215  -5.59968  4.43377
H  -1.65822  -0.55362  3.32222
H  -1.35668  -1.46821  2.06118
C  1.17761  4.54108  -5.02200
C  0.75196  3.56823  -3.86522
O  0.97920  4.13267  -2.61473
H  1.07060  4.03611  -5.98308
H  2.24472  4.76032  -4.97650
H  0.54792  5.42392  -4.92439
H  1.32935  2.64419  -3.95396
H  -0.27978  3.24608  -4.00723
H  1.91672  4.08388  -2.41321
C  -2.47618  1.93422  2.47475
C  -2.50406  1.97180  4.01845
O  -2.67785  0.66233  4.51900
H  -1.49036  1.58798  2.16270
H  -2.51566  2.95354  2.08452
H  -3.33538  1.44911  2.01270
H  -3.31246  2.59451  4.40769
H  -1.58030  2.46661  4.32526
H  -2.37670  0.72008  5.43058
C  1.29609  4.38402  1.88598
C  2.37624  3.97494  2.83782
O  2.95638  2.77543  2.43422
H  1.72095  4.43234  0.88266
H  0.87006  5.36350  2.11072
H  0.44946  3.69675  1.87067
H  1.95657  3.86982  3.84213
H  3.17177  4.72099  2.84178
H  2.25228  2.16423  2.18329
C  1.03809  1.57957  -0.35561
C  0.86551  0.26784  0.43183
O  1.11161  0.59126  1.78821
H  2.06382  1.92749  -0.47632
H  0.35614  2.38518  -0.09152
H  0.76640  1.35109  -1.39052
H  1.50701  -0.57696  0.17397
H  -0.16849  -0.08515  0.40991
H  0.62595  -0.05362  2.32145
C  3.00832  -2.46458  2.10757
C  2.50540  -3.27111  0.90767
O  2.99368  -4.59396  1.04330
H  4.05308  -2.16634  2.02666
H  2.78803  -2.91946  3.07406
H  2.46579  -1.51660  2.14568
H  2.79994  -2.78391  -0.02113
H  1.41265  -3.29038  0.92188
H  2.74587  -4.93784  1.90418
C  -3.01311  1.51739  -2.04060
C  -2.71116  2.79706  -1.30575
O  -3.96534  3.46570  -1.03058
H  -2.06465  1.00843  -2.21665
H  -3.55967  1.70359  -2.96468
H  -3.62023  0.89126  -1.38644
H  -2.09007  3.48651  -1.87813
H  -2.29356  2.49641  -0.34322
H  -3.78305  4.30146  -0.59394

Calculated values
- molar mass (g mol⁻¹) = 543.8
- charge = 0
- largest force on an atom (eV/A) = 2.2
- Kohn-Sham gap (eV) = 9.57
- LUMO level (eV) = 0.49
- highest occupied orbital energy (eV) = -9.09
- energy (eV) = -48901.4631

=====

Entry 4:
The following is a DFT calculation (ωB97M-V/def2-TZVPD) of 8 unconnected molecules or ions with the total composition C24H69N5O8 at a distorted geometry.

Element x y z (Å)
O  -24.81760  -13.38315  0.12120
H  -24.18825  -14.06457  -0.11504
H  -25.05801  -13.58180  1.02617
C  -24.60444  -15.16288  4.56841
C  -23.19839  -15.34176  3.96126
O  -22.96273  -14.36252  2.96780
H  -24.69188  -15.80331  5.44608
H  -25.43138  -15.40365  3.90037
H  -24.72193  -14.12725  4.88745
H  -23.13912  -16.33669  3.52002
H  -22.55816  -15.27253  4.84070
H  -22.06940  -14.37425  2.61647
C  -21.75893  -10.08239  2.06373
C  -22.64566  -11.32054  2.12889
O  -23.17668  -11.41850  3.38363
H  -21.17347  -10.11276  1.14481
H  -21.07435  -10.06930  2.91184
H  -22.42026  -9.22062  2.15373
H  -21.98056  -12.17532  2.00593
H  -23.40395  -11.40681  1.35066
H  -23.12763  -12.34541  3.62863
C  -28.46514  -18.10830  0.32547
C  -27.37465  -18.86746  1.04203
C  -26.16605  -18.05238  1.41527
O  -25.60216  -17.51666  0.18362
C  -24.43663  -16.72081  0.55744
N  -28.00158  -19.38013  2.22726
H  -29.01535  -17.38079  0.92222
H  -29.27450  -18.71455  -0.08136
H  -27.92760  -17.59539  -0.47207
H  -27.21374  -19.67413  0.32684
H  -25.46384  -18.70125  1.93870
H  -26.47761  -17.28426  2.12311
H  -23.80989  -17.04196  1.38941
H  -24.66242  -15.66699  0.72049
H  -23.89231  -16.61361  -0.38082
H  -28.85216  -19.91555  2.12750
H  -28.22380  -18.67425  2.91461
C  -30.01088  -10.26808  -1.34898
C  -29.19511  -9.92207  -0.08853
C  -27.67473  -9.52849  -0.43147
O  -27.03077  -10.71115  -0.94870
C  -25.72365  -10.38306  -1.50338
N  -29.76735  -8.71713  0.62092
H  -30.07252  -9.43517  -2.04938
H  -31.00850  -10.52322  -0.99156
H  -29.66354  -11.11263  -1.94411
H  -29.17485  -10.79991  0.55730
H  -27.06246  -9.38682  0.45912
H  -27.71850  -8.67563  -1.10884
H  -25.16085  -9.58657  -1.01657
H  -25.85636  -10.07268  -2.53980
H  -25.11779  -11.28916  -1.49849
H  -29.13719  -8.23893  1.24885
H  -29.92712  -8.03707  -0.10853
C  -29.02918  -14.39463  -1.57598
C  -27.99021  -14.35032  -2.69016
C  -28.10956  -13.06554  -3.65541
O  -29.41154  -13.07526  -4.10731
C  -29.71862  -11.95457  -5.01841
N  -26.76358  -14.35380  -1.97170
H  -28.88060  -13.43541  -1.08009
H  -28.97048  -15.31393  -0.99325
H  -30.06145  -14.35849  -1.92414
H  -28.02758  -15.20097  -3.37068
H  -27.37853  -13.13237  -4.46115
H  -27.99751  -12.13666  -3.09617
H  -30.73721  -12.07088  -5.38861
H  -29.11970  -11.84081  -5.92200
H  -29.61866  -11.09169  -4.35997
H  -26.50649  -13.46842  -1.55928
H  -26.72183  -15.15666  -1.36033
C  -20.36494  -13.25030  -0.40237
C  -21.11659  -14.31707  0.40980
C  -20.90490  -15.68714  -0.27328
O  -21.79257  -15.74283  -1.42460
C  -21.66578  -16.86646  -2.23099
N  -20.58261  -14.25341  1.74501
H  -20.67732  -13.16208  -1.44292
H  -19.32925  -13.53873  -0.58198
H  -20.49878  -12.22966  -0.04393
H  -22.18568  -14.10465  0.41483
H  -21.21992  -16.55713  0.30291
H  -19.88120  -15.81555  -0.62492
H  -22.20400  -17.74394  -1.87259
H  -20.61720  -17.15325  -2.31043
H  -21.97047  -16.38176  -3.15853
H  -19.86063  -14.93605  1.92631
H  -19.94647  -13.47197  1.81401
C  -28.23105  -11.11302  5.67856
C  -27.35409  -10.43012  4.65898
C  -27.08442  -11.28415  3.48133
O  -28.21454  -11.87385  2.92269
C  -27.87782  -12.83981  1.92689
N  -28.00426  -9.27933  4.12271
H  -29.26872  -11.17795  5.35128
H  -28.27720  -10.49043  6.57207
H  -27.91972  -12.11543  5.97244
H  -26.42331  -10.07649  5.10247
H  -26.35874  -11.99827  3.87061
H  -26.48382  -10.67013  2.81025
H  -28.75882  -13.41006  1.63236
H  -27.07340  -13.52365  2.19778
H  -27.43936  -12.26234  1.11301
H  -28.00081  -8.67512  4.93205
H  -28.98385  -9.44846  3.94413

Calculated values
- molar mass (g mol⁻¹) = 555.8
- charge = 0
- largest force on an atom (eV/A) = 3.1
- Kohn-Sham gap (eV) = 8.54
- LUMO level (eV) = 0.49
- highest occupied orbital energy (eV) = -8.05
- energy (eV) = -49832.0211